# 1
Below is a cluster of 2 separate species, C8H15N2OS in total, with properties calculated with ωB97M-V with the def2-TZVPD basis set.

Values from the calculation:
* relative energy (zero: lowest compared OMol25 entry of this formula, charge and spin): 4.838 eV
* E: -24392.330 eV
* net charge: +1
* LUMO level: -3.049 eV
* E_HOMO: -11.2760 eV

Structure (XYZ):
```
27
Properties=species:S:1:pos:R:3:forces:R:3:mulliken_charge:R:1
S -1.4685 1.2325 -1.0563 -1.72 1.26 -0.43 -0.0862
O 2.3908 1.7183 -0.4421 3.61 -1.49 -2.34 -0.3364
N 1.9374 -0.1324 0.5862 -0.74 -1.57 0.92 -0.0721
N 3.9359 0.0001 -0.6633 -0.86 1.07 -1.28 -0.3712
C -1.2864 -2.1910 -0.6421 -0.33 -0.53 -0.82 -0.5032
C -1.3234 -1.2244 0.5790 -0.50 -0.69 -1.97 -0.9112
C 1.3002 1.9941 0.3040 -3.18 3.09 1.92 -0.1766
C -0.4613 -1.1941 -1.4860 0.37 0.17 3.14 -0.8388
C -0.7650 -0.1734 -0.3472 1.48 2.41 1.00 0.8021
C -2.5107 2.0544 0.2902 2.59 -0.60 0.87 -0.7012
C 2.7318 0.4692 -0.2798 1.93 -0.23 1.51 0.4712
C 0.7964 0.6850 0.8668 -2.43 0.69 -1.29 -0.5393
H 0.6156 2.4438 -0.4769 -0.15 -0.06 1.42 0.2029
H -0.6412 -1.4549 1.3363 1.12 -0.55 1.19 0.2792
H 1.8056 -1.1449 0.7185 0.79 0.72 -0.35 0.3476
H 4.3542 -0.7506 -0.1563 0.06 -0.44 0.00 0.2267
H -2.2768 -1.1099 1.0359 -0.85 0.38 0.25 0.3488
H -1.7232 2.2755 1.1197 -1.71 0.16 -1.28 0.1850
H -2.2574 -2.3449 -1.0914 -0.40 0.13 0.13 0.2397
H 4.4593 0.4384 -1.4377 -0.57 -0.32 0.91 0.2707
H 0.3209 0.8797 1.8887 1.15 -1.30 -1.20 0.3865
H -3.0521 1.1847 0.6071 -0.82 0.04 0.48 0.2367
H -0.8235 -3.1773 -0.6240 0.00 0.03 0.64 0.3568
H 0.5500 -1.4682 -1.3430 1.45 -0.42 -0.41 0.1056
H -3.1642 2.9127 0.0049 0.92 -0.84 -0.07 0.3753
H 1.6046 2.7853 1.1491 -0.77 -1.58 -1.86 0.2422
H -0.6688 -0.9930 -2.4966 -0.44 0.48 -1.08 0.4591
```
Forces are in eV/Å.

***

# 2
Below is an isolated molecule of C8H15N3O, with properties calculated with ωB97M-V with the def2-TZVPD basis set.

Values from the calculation:
* relative energy (zero: lowest compared OMol25 entry of this formula, charge and spin): 0.817 eV
* SMILES: CCCC[C@](N)(C#N)NC(C)=O
* E: -15055.586 eV
* LUMO level: 0.685 eV
* E_HOMO: -9.8222 eV

Structure (XYZ):
```
27
Properties=species:S:1:pos:R:3:forces:R:3:mulliken_charge:R:1
O 0.9958 -1.7336 1.2903 -1.11 -0.12 0.39 -0.6686
N -3.2838 -0.0884 -1.3647 1.23 0.26 -0.31 -0.5497
N -1.1273 -1.1240 0.8168 0.54 0.54 -0.30 -0.3257
N -0.9232 -2.4029 -1.1253 -0.70 1.45 -1.92 -0.6790
C -1.0156 -1.0401 -0.6219 1.76 0.06 -0.62 1.7659
C -0.1789 -1.5586 1.6437 3.70 0.20 0.97 0.7281
C -2.1783 -0.3787 -1.1801 -3.08 -0.33 0.64 -0.2888
C 1.6581 3.3474 -0.8063 -1.63 0.95 3.32 -1.2647
C 1.4953 1.8686 -1.0952 3.67 0.28 -1.29 -0.2995
C 0.1917 1.3282 -0.7390 -2.71 -2.71 -0.74 -0.4439
C -0.5767 -1.8573 3.0957 -0.40 -0.12 -0.37 -1.0487
C 0.2220 -0.2051 -1.0490 0.34 0.50 1.76 -1.7548
H 0.8096 3.9476 -1.1273 -0.90 -0.49 -0.05 0.3192
H -1.6555 -2.0628 3.0018 0.17 0.27 1.08 0.3003
H -0.2455 -1.1863 3.9614 -0.67 -0.53 -1.74 0.2489
H 1.9115 1.6808 -2.1425 -1.28 0.02 0.87 0.3174
H 2.2299 1.2321 -0.5074 -0.52 1.03 -0.34 0.2650
H 0.9633 -0.6473 -0.3535 0.37 0.16 -1.43 0.6037
H 1.6292 3.5162 0.3762 0.43 -0.19 -2.45 0.2233
H 0.0703 1.3525 0.3323 -0.39 0.70 0.48 0.1783
H 2.3708 3.9864 -1.2675 1.74 -0.40 -0.18 0.4160
H -0.2216 -2.4220 -1.8434 0.21 -0.38 -0.20 0.2896
H -1.9735 -1.1155 1.2715 -2.66 0.38 0.33 0.1908
H -0.7428 1.6559 -1.2814 1.12 0.65 0.65 0.3971
H -0.0908 -2.8141 3.2577 0.01 -0.17 0.27 0.3126
H -0.7195 -3.0421 -0.4237 0.55 -1.16 1.37 0.2338
H 0.3853 -0.2367 -2.1192 0.20 -0.86 -0.18 0.5335
```
Forces are in eV/Å.

***

# 3
Below is a cluster of 2 separate species, C8H15N3O in total, with properties calculated with ωB97M-V with the def2-TZVPD basis set.

Values from the calculation:
* relative energy (zero: lowest compared OMol25 entry of this formula, charge and spin): 6.954 eV
* E: -15030.587 eV
* net charge: +2
* LUMO level (spin up / spin down): -10.633 / -10.635 eV
* E_HOMO (spin up / spin down): -18.5304 / -18.5281 eV

Structure (XYZ):
```
27
Properties=species:S:1:pos:R:3:forces:R:3:mulliken_charge:R:1
O -3.8151 1.3888 0.5735 3.24 -1.68 -0.72 -0.4305
N -2.2825 -1.5103 0.2769 -1.23 -0.92 0.42 -0.0415
N -1.0626 0.3901 -0.3399 -0.04 -1.45 0.86 0.0336
N -1.3965 -2.3186 0.0280 -0.74 -1.62 0.17 -0.1948
C 0.7049 0.5400 1.9374 -0.50 0.07 0.41 -1.3798
C 0.2315 -0.3860 -0.4106 -0.12 -0.24 -0.66 1.4060
C -2.0546 -0.2233 0.1685 -2.28 4.29 0.17 0.7058
C -0.0627 -1.9512 -0.1103 1.70 0.58 -0.22 -0.6610
C 1.1669 -0.0122 0.6824 -0.04 0.19 0.01 0.3498
C 2.5847 -0.2600 0.5015 0.43 -0.35 0.24 -1.4372
C -1.1283 1.7329 -0.8249 -0.51 1.74 -0.55 -0.8360
C 0.7811 -0.2543 -1.8292 0.24 0.17 -0.09 -1.7983
H 1.1535 1.5389 2.0775 0.10 0.05 -0.17 0.4470
H -1.9565 2.2370 -0.3174 0.25 -0.09 -0.01 0.3577
H 0.3408 -2.5700 -0.9281 0.00 0.29 0.16 0.4194
H 3.1310 -0.2898 1.4443 -0.07 0.01 -0.02 0.4516
H 0.4597 -2.3006 0.7931 -0.17 -0.06 -0.03 0.4572
H 2.8143 -1.1400 -0.1046 -0.08 0.00 -0.02 0.3944
H -0.1899 2.2617 -0.6745 0.04 -0.08 0.13 0.3490
H 0.0385 -0.5769 -2.5551 -0.12 -0.07 0.02 0.4752
H 3.0220 0.5725 -0.0734 -0.18 0.19 -0.14 0.4255
H 1.6624 -0.8740 -1.9663 0.03 -0.12 0.03 0.5459
H -4.6002 0.8587 0.7523 -0.33 -0.75 0.07 0.3298
H -0.3745 0.6312 2.0611 0.14 0.03 -0.06 0.2952
H 1.0680 0.7677 -2.0641 0.00 0.09 0.01 0.4543
H 1.1346 0.0033 2.7945 0.09 -0.11 -0.11 0.4980
H -1.3703 1.7444 -1.8928 0.13 -0.17 0.09 0.3838
```
Forces are in eV/Å.

***

# 4
Below is an isolated molecule of C8H15N3O2, with properties calculated with ωB97M-V with the def2-TZVPD basis set.

Values from the calculation:
* relative energy (zero: lowest compared OMol25 entry of this formula, charge and spin): 0.552 eV
* SMILES: Cn1c(=O)n(C)n(C(C)(C)C)c1=O
* E: -17102.866 eV
* LUMO level: 0.712 eV
* E_HOMO: -8.2179 eV

Structure (XYZ):
```
28
Properties=species:S:1:pos:R:3:forces:R:3:mulliken_charge:R:1
O 2.7784 -1.7137 0.2006 1.43 -1.94 0.68 -0.6075
O 1.0327 2.3690 -0.8077 0.73 0.41 0.65 -0.5491
N 0.5946 -1.0019 -0.1863 2.38 -4.54 1.53 0.1209
N 2.2791 0.4985 -0.0822 -3.42 -0.74 -0.20 0.0466
N -0.0019 0.1057 -0.6814 2.70 3.21 -1.26 -0.1602
C -1.2865 0.3023 1.3656 2.59 1.24 0.97 -1.5416
C 0.0688 -2.4177 -0.0863 0.57 0.74 1.12 -1.1487
C -1.8910 1.7946 -0.5674 -0.66 -1.61 2.63 -1.7630
C -1.2738 0.3714 -0.1314 -4.31 0.58 0.43 1.6613
C 1.9440 -0.8970 0.0244 -1.97 2.86 -0.80 0.4331
C -2.3530 -0.6715 -0.6324 -1.11 -0.98 -0.01 -1.5882
C 1.2319 1.2551 -0.4473 -3.16 -2.56 -1.49 0.5584
C 3.5600 0.9756 0.2320 0.25 -0.54 -1.27 -1.0358
H 0.8474 -3.1766 -0.0959 0.84 0.73 0.07 0.3940
H -1.7990 1.8382 -1.6017 -0.03 0.51 -1.90 0.4746
H -0.8023 -0.6124 1.7608 0.32 0.70 -0.24 0.2734
H 3.4273 2.0062 0.4557 0.61 0.85 0.37 0.3993
H 3.8684 0.3265 1.0111 0.99 -0.04 0.97 0.3479
H -0.4870 -2.7084 -0.9251 -1.35 0.13 -1.06 0.3997
H -3.0061 1.8650 -0.2300 2.09 -0.32 -0.65 0.4035
H 4.1230 0.7736 -0.6739 0.91 0.50 0.20 0.3183
H -1.3443 2.5795 -0.0655 0.14 0.34 -0.18 0.4152
H -0.4437 -2.6157 0.8783 -0.13 0.50 -0.74 0.2998
H -0.7826 1.2785 1.6935 -0.32 -1.56 0.21 0.2981
H -2.2115 0.2635 1.8446 -1.96 0.31 0.27 0.5119
H -2.6375 -1.4900 0.1432 1.01 1.14 -1.33 0.2829
H -3.3477 -0.1635 -0.7716 1.07 -0.29 0.00 0.4146
H -2.0880 -1.1348 -1.6236 -0.21 0.37 1.04 0.3404
```
Forces are in eV/Å.

***

# 5
Below is an isolated molecule of C8H15N3O3S, with properties calculated with ωB97M-V with the def2-TZVPD basis set.

Values from the calculation:
* relative energy (zero: lowest compared OMol25 entry of this formula, charge and spin): 0.000 eV
* SMILES: CNC(=O)CNC(=O)[C@H](CS)NC(C)=O
* E: -29987.262 eV
* LUMO level: 0.284 eV
* E_HOMO: -9.5887 eV

Structure (XYZ):
```
30
Properties=species:S:1:pos:R:3:forces:R:3:mulliken_charge:R:1
S -0.1023 1.6698 -1.6219 0.54 0.53 -1.44 -0.2552
O -2.2375 -2.4566 -2.7579 0.39 0.39 1.78 -0.6623
O 3.1896 1.7738 2.9329 -1.63 -0.64 -2.16 -0.6829
O -0.3192 -0.9726 1.6587 -0.31 0.40 -1.85 -0.6945
N 1.3736 -0.2860 0.3683 2.60 0.89 2.55 -0.1606
N -1.6468 -1.8207 -0.6297 -0.87 -1.10 -1.25 -0.1542
N 1.7872 2.4100 1.2461 0.03 1.85 -0.17 -0.0012
C 1.9730 3.8805 1.3445 2.42 -0.69 3.36 -0.8773
C -3.3510 -3.4347 -0.9937 -1.38 0.19 0.85 -1.0068
C -0.6233 -0.9148 -0.8450 0.96 0.69 -0.60 0.1765
C 2.2884 0.0366 1.5293 0.08 -1.87 0.93 -0.5939
C 2.4143 1.4974 1.9808 2.08 0.14 2.20 0.4979
C 0.1241 -0.6882 0.5366 -1.13 -0.94 0.68 0.4243
C -1.3195 0.3821 -1.4552 0.31 -0.62 0.16 -0.8613
C -2.3703 -2.5319 -1.5168 1.55 1.92 -2.92 0.7141
H 3.0978 4.1181 1.2626 -1.66 -0.47 0.11 0.2829
H -1.7761 -2.0071 0.2946 -0.74 -0.72 3.15 0.1435
H 1.0357 2.1047 0.6884 -0.66 -0.43 -0.90 0.0882
H 3.3575 -0.3094 1.3802 -1.22 0.52 -0.61 0.3569
H 0.1809 -1.4720 -1.4623 -1.16 1.63 0.11 0.1900
H -2.8470 -4.3418 -1.1841 -0.18 -1.71 -0.07 0.2630
H -3.5567 -3.3154 0.0831 -0.23 -0.11 -0.58 0.2986
H 2.0350 -0.6340 2.4203 -0.23 1.22 -1.20 0.2844
H 1.4854 4.4116 0.5754 -0.88 0.26 -0.77 0.3460
H 0.5346 1.0705 -2.7052 -0.44 0.65 0.93 0.1625
H -1.7622 0.1933 -2.4312 0.40 -0.52 -0.12 0.4417
H -2.2347 0.7442 -0.9146 1.28 -0.43 0.36 0.4535
H 1.6835 4.2456 2.4169 0.28 -0.52 -2.07 0.2539
H -4.1820 -3.2621 -1.6905 -0.20 -0.68 0.71 0.3024
H 1.7680 -0.0909 -0.5105 0.00 0.19 -1.16 0.2699
```
Forces are in eV/Å.

***

# 6
Below is the ion C8H15N5 with charge +2, with properties calculated with ωB97M-V with the def2-TZVPD basis set.

Values from the calculation:
* relative energy (zero: lowest compared OMol25 entry of this formula, charge and spin): 7.081 eV
* SMILES: C=C(C)/N=[NH+]/C=N\C(=[NH2+])/C=C(/C)N
* E: -15968.298 eV
* net charge: +2
* LUMO level (spin up / spin down): -10.166 / -9.529 eV
* E_HOMO (spin up / spin down): -16.2043 / -16.8975 eV

Structure (XYZ):
```
28
Properties=species:S:1:pos:R:3:forces:R:3:mulliken_charge:R:1
N -0.8139 -0.5063 -0.8859 2.72 0.02 0.72 0.0576
N 1.8420 1.1183 1.1498 0.03 2.41 -0.21 -0.1589
N -2.1679 -0.3511 1.5129 -1.63 -0.96 -0.81 -0.4431
N -0.9369 1.4415 2.2256 -1.91 -2.98 -2.74 -0.5148
N -2.0745 -0.7622 -0.7552 -1.33 -0.72 0.13 -0.2046
C -0.9947 0.1033 1.7186 2.14 3.59 0.32 0.8306
C -1.3866 0.8143 -2.6983 -3.93 0.02 4.57 -0.9001
C -0.4678 0.0981 -2.0263 0.22 -0.57 -0.11 0.5449
C 0.2154 -0.6021 1.2697 -1.57 -1.79 1.58 -0.3391
C 0.9617 0.0300 -2.4592 -0.54 1.67 0.33 -0.8987
C -2.6569 -0.8949 0.4285 -2.73 -1.81 1.26 -0.1315
C 2.6589 -1.0753 1.3153 1.20 -2.83 -3.32 -1.2749
C 1.5872 -0.1174 1.2660 -1.19 -1.62 -0.14 0.6635
H -2.4873 -0.9742 -1.6399 -1.38 -0.25 -0.30 0.3042
H 1.1031 1.8086 1.2401 0.00 0.14 -0.35 0.2525
H -3.6948 -1.4919 0.5235 2.50 1.66 -0.53 0.3653
H -1.8830 1.8185 2.3468 0.61 -0.04 0.22 0.2662
H 0.8884 0.4669 -3.4878 1.06 -0.42 0.88 0.3957
H 2.7706 1.4435 0.9089 0.15 0.06 0.42 0.3058
H 3.6917 -0.7802 0.9313 -1.35 0.02 1.26 0.3945
H -0.3312 1.5870 2.9549 1.69 0.66 2.22 0.2693
H -2.3951 1.1545 -2.1393 2.38 -0.90 -1.71 0.2944
H 1.4352 0.7816 -1.7112 0.07 -1.44 -1.59 0.1815
H 2.5726 -1.6585 2.2124 0.58 0.06 0.96 0.3666
H 1.3496 -0.9973 -2.4569 0.16 0.57 0.10 0.2994
H -0.0298 -1.7328 1.2382 1.13 2.02 -0.13 0.2963
H -1.1558 1.2297 -3.5626 0.73 1.95 -3.94 0.4086
H 2.3999 -1.9515 0.5799 0.20 1.52 0.93 0.3684
```
Forces are in eV/Å.